No. 1
C7H10N6O | wB97M-V/def2-TZVPD

```
24
Properties=species:S:1:pos:R:3:forces:R:3:lowdin_charge:R:1
C -2.7657 0.6593 -0.2068 -0.13 0.14 0.23 -0.0088
C -3.0416 0.9026 1.1317 0.28 -0.14 -0.19 0.0084
C -1.5203 0.1735 -0.5708 0.59 -0.20 0.12 0.0029
C -2.0379 0.6363 2.0550 -0.82 0.24 0.19 -0.0708
C -0.5751 -0.0581 0.4273 -2.45 1.01 0.13 -0.3341
C 1.6424 -0.8490 0.9940 0.88 -0.28 0.55 -0.1410
C 1.3902 -0.4156 -1.8123 -1.15 0.23 4.06 -0.0784
N -0.8513 0.1879 1.7139 1.37 -0.48 -0.37 0.1033
N 1.6961 2.0357 -1.3653 -0.64 1.92 2.51 0.1121
N 1.4211 -1.5823 -2.3302 -0.02 -0.51 -0.36 0.2729
N 0.6750 -0.5723 0.1480 1.76 -0.42 -4.11 0.1354
N 1.5054 -0.8253 2.2856 -0.14 0.03 0.12 0.2342
N 1.7449 0.7762 -2.1445 0.08 -1.76 -1.26 0.1239
O 1.2675 1.9513 -0.2882 0.69 -0.03 -1.65 0.1427
H -3.5170 0.8528 -0.9584 0.00 -0.01 -0.08 0.1312
H -3.9971 1.2843 1.4534 -0.07 0.02 0.02 0.1290
H -1.2763 -0.0118 -1.6065 -0.07 -0.04 -0.17 0.1092
H -2.1918 0.7808 3.1173 -0.07 0.06 -0.02 0.1358
H 2.5956 -1.1603 0.5756 -0.02 0.07 0.09 0.1628
H 1.0653 -2.4029 -1.8437 -0.06 0.19 0.11 0.1699
H 1.7774 -1.7541 -3.2752 -0.03 0.16 0.13 0.1847
H 2.2433 -1.1164 2.9136 0.11 -0.06 -0.19 0.1584
H 0.6020 -0.4866 2.6506 0.10 0.01 -0.08 0.1165
H 2.1478 0.9938 -3.0642 -0.17 -0.14 0.23 0.1998
```
Positions in Å, forces in eV/Å.

Computed properties:
HOMO-LUMO gap (alpha / beta)	6.29 / 6.29	eV
electronic energy	-675.7368	Ha
HOMO energy (alpha / beta)	-0.6006 / -0.6006	hartree
energy relative to the best compared isomer or geometry (same formula, charge and spin)	1.334	eV
charge	+2
F_max	4.49	eV Å⁻¹
2S+1	1

---

No. 2
C40H101N7O9 | wB97M-V/def2-TZVPD

```
157
Properties=species:S:1:pos:R:3:forces:R:3:lowdin_charge:R:1
C -0.4075 -3.7575 1.6450 0.36 -1.54 1.85 -0.0464
C 0.7558 -2.7751 1.4402 -0.94 -0.66 -0.60 -0.4990
C 1.9350 -3.0751 2.3782 -1.00 0.79 0.72 -0.0177
C 1.1528 -2.9505 -0.0272 1.81 0.20 0.19 -0.1293
C 1.9659 -1.7522 -0.5680 -1.86 -0.34 1.14 -0.1643
C 1.1196 -0.4734 -0.3940 0.13 -1.13 -0.91 -0.1212
C 0.6985 -0.2035 1.0723 1.02 -0.21 -0.48 -0.4865
C 1.9172 0.3304 1.8470 -0.36 0.32 0.27 -0.0193
C -0.4168 0.8493 1.0918 0.09 -1.13 0.09 -0.0251
N 0.1431 -1.4599 1.6300 -0.24 0.63 -1.06 -0.0937
O -0.2492 -1.2628 2.9740 0.17 -0.01 0.11 -0.0177
H -1.3062 -3.6612 1.0412 0.20 0.61 -0.20 0.0737
H -0.1107 -4.8141 1.5645 0.41 0.18 -0.57 0.0926
H -0.6900 -3.7825 2.7072 -0.31 0.55 -0.12 0.0561
H 2.1390 -4.1410 2.4652 0.37 0.04 -0.39 0.0922
H 2.7761 -2.4316 2.1314 0.32 -0.49 -0.18 0.0592
H 1.6298 -2.7487 3.3770 0.01 -0.06 0.02 0.0696
H 1.9139 -3.7380 -0.0701 -0.50 -0.53 0.23 0.1001
H 0.3129 -3.3139 -0.6161 -0.08 0.57 -0.32 0.1162
H 2.8355 -1.6489 0.0834 0.34 -0.12 -0.35 0.0955
H 2.2443 -2.0210 -1.5814 0.25 0.68 -0.14 0.0634
H 0.2054 -0.5995 -0.9840 -0.08 0.03 -0.04 0.1077
H 1.7110 0.2869 -0.9047 -0.31 0.72 0.67 0.0864
H 1.6633 0.4427 2.9040 0.02 -0.15 0.02 0.0816
H 2.1649 1.3330 1.4901 0.10 -0.04 -0.10 0.0764
H 2.8044 -0.2952 1.7654 -0.03 -0.02 -0.06 0.0695
H -0.6015 1.0495 2.1474 -0.08 0.82 -0.19 0.0733
H -1.3311 0.4047 0.6896 0.03 -0.03 -0.08 0.0815
H -0.1407 1.6712 0.4340 0.01 0.41 0.49 0.0802
H -1.2120 -1.2554 2.9250 0.03 0.02 0.11 0.1013
C -3.9831 0.3770 -3.2949 0.69 0.55 0.96 -0.0254
C -3.0019 1.5725 -3.4577 -0.21 -0.85 -0.64 -0.5062
C -1.7466 1.4860 -2.5926 -0.33 0.39 0.43 -0.0172
C -2.6092 1.5029 -4.9565 0.51 0.78 -0.33 -0.1351
C -1.9857 2.8027 -5.4875 -0.99 0.15 0.40 -0.1646
C -2.9729 3.9525 -5.1802 1.24 -0.37 0.33 -0.1322
C -3.3119 4.0939 -3.6854 -0.20 0.62 -0.11 -0.5249
C -2.1529 4.7580 -2.9014 0.22 -0.91 -0.92 -0.0180
C -4.5276 5.0453 -3.6423 0.39 -0.60 0.45 -0.0403
N -3.7480 2.7914 -3.2095 -0.96 -0.04 -0.83 -0.1151
O -4.2518 2.8250 -1.8814 0.37 0.15 -0.03 -0.0153
H -4.3416 0.3831 -2.2648 -0.13 -0.27 -0.03 0.0745
H -4.8241 0.4771 -3.9766 0.00 0.06 -0.03 0.0822
H -3.4641 -0.5634 -3.4821 -0.02 -0.02 -0.03 0.0838
H -1.1152 2.3313 -2.8701 0.61 -0.60 -0.49 0.0498
H -1.8941 1.7292 -1.5363 -0.60 -0.49 0.04 0.0753
H -1.3277 0.4831 -2.6759 0.54 0.26 -0.05 0.0799
H -1.9047 0.6953 -5.1717 -0.09 -0.22 0.47 0.1062
H -3.5008 1.2741 -5.5431 -0.10 0.13 0.02 0.1151
H -1.0063 2.9791 -5.0396 0.02 0.04 0.01 0.0977
H -1.8543 2.7407 -6.5683 0.13 -0.06 -0.01 0.1093
H -3.8806 3.7719 -5.7549 -0.09 0.20 -0.01 0.1191
H -2.5011 4.8990 -5.4545 -0.29 0.08 -0.32 0.1208
H -2.1778 4.4323 -1.8639 -0.13 0.57 0.18 0.0839
H -2.1934 5.8279 -3.0950 -0.02 0.12 0.60 0.0817
H -1.1960 4.4258 -3.3176 0.04 -0.02 0.11 0.0613
H -5.3226 4.5018 -4.1531 -0.30 0.43 0.02 0.0857
H -4.2811 5.9923 -4.1194 -0.10 -0.07 -0.24 0.0832
H -4.7988 5.2710 -2.6101 -0.16 -0.09 -0.03 0.0803
H -5.1998 2.7202 -2.0167 0.02 0.02 0.12 0.1056
C 2.2671 7.2286 0.5618 -0.24 0.12 0.43 -0.1062
O 1.8369 6.3681 1.6040 0.57 0.09 -0.25 -0.1883
C 2.8890 5.5279 2.0183 0.50 -0.72 0.54 -0.2376
C 2.3280 4.4654 2.9766 -0.40 2.29 0.98 -0.4265
C 1.7167 5.2203 4.1984 -1.37 -0.86 -0.67 -0.0599
N 3.3282 3.5409 3.4075 0.99 -0.80 -0.46 0.0403
H 3.0777 7.9200 0.8264 0.16 -0.30 0.43 0.0868
H 1.4185 7.8796 0.3592 -0.06 -0.29 -0.57 0.0888
H 2.6293 6.6144 -0.2659 -0.31 0.25 -0.38 0.0801
H 3.3543 4.9547 1.2041 -0.06 0.36 -0.32 0.1171
H 3.6701 6.1278 2.5027 0.10 -0.01 0.03 0.1290
H 1.5647 4.0274 2.3289 -0.21 -0.59 0.63 0.1361
H 1.2167 4.4990 4.8489 0.21 -0.10 0.09 0.0517
H 0.9016 5.8551 3.8458 0.23 0.32 0.09 0.0632
H 2.4023 5.7913 4.8228 0.38 0.01 -0.38 0.0802
H 3.9714 3.9583 4.0682 -0.03 0.19 -0.09 0.0766
H 2.9751 2.7103 3.8608 -0.33 0.03 -0.15 0.0682
C 0.7045 -4.5237 5.6551 -0.85 -0.44 -1.44 -0.0872
O -0.5479 -4.2363 6.2426 0.34 0.92 0.78 -0.1681
C -1.4958 -5.2448 6.1482 -1.23 -0.52 -0.30 -0.2240
C -2.5327 -5.0373 5.0149 0.94 -1.08 -0.50 -0.4383
C -3.2745 -3.7272 5.1330 0.77 0.63 0.40 -0.0469
N -3.5042 -6.1423 4.9164 -0.08 0.54 0.55 0.0369
H 1.4373 -3.7366 5.8005 -0.12 0.01 0.70 0.0915
H 0.5576 -4.5392 4.5669 0.17 -0.19 -0.08 0.0645
H 1.0342 -5.5249 5.9401 0.38 0.15 0.28 0.0895
H -1.0001 -6.2135 6.0091 -0.12 -0.10 0.02 0.1202
H -2.1311 -5.3015 7.0425 0.52 0.15 0.37 0.1280
H -1.9298 -5.1353 4.0977 -0.19 0.68 -0.12 0.1161
H -4.2235 -3.7135 4.5996 0.11 0.04 -0.25 0.0801
H -2.6134 -2.9159 4.8177 -0.26 0.03 -0.28 0.0763
H -3.4692 -3.4825 6.1828 -0.18 -0.30 0.03 0.0888
H -3.2375 -6.9812 5.4190 0.05 0.06 -0.05 0.0793
H -4.3795 -5.7996 5.2926 -0.12 -0.41 0.14 0.0762
C 1.7637 -2.1340 -7.9003 0.13 -0.66 -0.37 -0.1176
O 0.6821 -1.9839 -7.0187 0.13 0.14 0.41 -0.1770
C 0.9464 -1.1432 -5.9087 0.07 -0.34 0.25 -0.1843
C 1.9611 -1.6927 -4.8741 0.27 -0.10 -0.88 -0.4411
C 1.4934 -2.8731 -4.0507 -1.33 0.38 0.07 -0.0421
N 2.4483 -0.6745 -3.9774 -0.44 1.54 1.23 0.0501
H 1.4121 -2.7915 -8.6969 -0.04 0.21 -0.10 0.0900
H 2.6179 -2.6626 -7.4607 -0.01 0.21 0.17 0.0797
H 2.1072 -1.1888 -8.3312 -0.07 0.10 0.09 0.0917
H 1.3151 -0.1633 -6.2285 0.07 0.07 -0.23 0.1202
H -0.0325 -0.9860 -5.4538 0.00 0.02 0.25 0.1161
H 2.8431 -2.0529 -5.4141 -0.11 0.17 -0.26 0.1061
H 0.7078 -2.5657 -3.3466 0.22 0.28 0.17 0.0780
H 2.3192 -3.2757 -3.4720 -0.07 -0.37 -0.17 0.0527
H 0.9391 -3.5876 -4.6622 0.64 -0.34 -0.16 0.0904
H 2.7536 0.2170 -4.3695 0.38 -0.54 -0.79 0.0863
H 1.6792 -0.3016 -3.4118 -0.01 -0.65 0.22 0.0716
C -3.9811 1.2812 2.8309 -0.62 -0.05 -0.68 -0.1197
O -3.0888 1.5371 3.8853 0.20 -0.43 -0.45 -0.1836
C -3.5603 2.5034 4.8000 -0.19 -0.27 1.04 -0.2104
C -2.9355 3.8794 4.6996 1.13 1.25 -0.92 -0.4315
C -1.4129 3.9259 4.5768 0.29 -0.65 1.27 -0.0766
N -3.3608 4.8188 5.7778 -0.95 -0.69 -0.41 0.0319
H -3.7781 0.4201 2.1853 1.17 -0.01 0.42 0.0787
H -3.9908 2.1400 2.1569 -0.54 0.10 -0.02 0.0925
H -4.9715 0.9715 3.1864 -0.18 0.74 0.24 0.0873
H -4.6502 2.6193 4.7594 -0.04 -0.13 -0.25 0.1200
H -3.3557 2.0469 5.7731 0.12 0.39 0.24 0.1344
H -3.2105 4.3715 3.7552 -0.54 -0.59 -0.23 0.1313
H -1.0918 4.9662 4.5812 -0.05 0.02 -0.82 0.0615
H -1.0646 3.2946 3.7594 0.03 0.52 -0.35 0.0728
H -0.8604 3.5618 5.4537 -0.53 -0.34 0.21 0.0810
H -3.4380 5.7217 5.3144 0.40 0.12 0.26 0.0693
H -4.3550 4.6244 5.9313 0.20 -0.09 0.38 0.0640
C 4.9215 -3.9093 0.4561 0.49 -0.04 1.05 -0.1097
O 5.9810 -3.2812 -0.2397 -0.57 -0.20 -0.40 -0.1608
C 6.0738 -3.7674 -1.5650 0.08 -1.05 -0.74 -0.2175
C 5.0288 -3.1515 -2.4883 -0.67 1.03 0.27 -0.4492
C 4.9655 -3.7119 -3.9086 1.63 -0.71 0.56 -0.0558
N 5.3278 -1.7133 -2.5641 -0.77 0.28 -0.70 0.0539
H 4.8305 -3.4460 1.4404 0.18 0.20 -0.09 0.0829
H 5.2013 -4.9484 0.6563 -0.31 -0.19 -0.24 0.0947
H 3.9308 -3.8312 0.0090 0.18 -0.08 -0.42 0.0535
H 7.0984 -3.6221 -1.9100 -0.09 0.75 -0.12 0.1286
H 5.9997 -4.8649 -1.6469 -0.39 -0.08 0.60 0.1244
H 4.0231 -3.3123 -2.0628 0.20 -0.07 0.30 0.0969
H 4.4986 -3.0847 -4.6603 -0.07 0.30 0.25 0.0544
H 4.5059 -4.7000 -3.9510 -0.05 0.00 0.12 0.0827
H 6.0271 -3.8353 -4.1585 -0.19 -0.06 -0.63 0.0837
H 5.0938 -1.2280 -1.7023 0.29 -0.36 0.26 0.0674
H 4.6221 -1.3430 -3.2047 0.25 0.21 0.02 0.0346
C -3.6828 -5.6019 0.9833 0.53 0.40 0.48 -0.1711
O -4.3978 -5.7072 2.1945 -0.68 -0.04 -0.38 -0.1334
H -3.5366 -4.5545 0.6985 -0.04 0.03 -0.12 0.0645
H -2.6902 -6.0528 1.0790 0.02 -0.11 -0.15 0.0721
H -4.2255 -6.1015 0.1853 -0.15 -0.09 0.12 0.0758
H -3.8837 -5.4365 2.9636 0.19 -0.38 -0.18 0.0134
C 2.1509 2.8221 -2.1220 1.97 -0.63 -0.45 -0.1305
O 2.7591 3.1531 -3.3927 -0.90 0.44 0.29 -0.1316
H 2.6009 1.8425 -1.9471 -0.49 -0.11 0.36 0.0578
H 2.6005 3.4720 -1.3693 -0.56 0.09 0.26 0.0767
H 1.0649 2.7568 -2.0897 -0.03 0.29 -0.21 0.0614
H 2.7705 4.1149 -3.4353 0.03 -0.08 -0.29 0.0665
```
Positions in Å, forces in eV/Å.

Computed properties:
HOMO-LUMO gap	8.77	eV
electronic energy	-2644.8016	Ha
SMILES	CC1(C)CCCC(C)(C)N1O.CC1(C)CCCC(C)(C)N1O.COC[C@H](C)N.COC[C@H](C)N.COC[C@H](C)N.COC[C@H](C)N.COC[C@H](C)N.CO.CO
HOMO energy	-0.3084	hartree
energy relative to the best compared isomer or geometry (same formula, charge and spin)	0.000	eV
charge	0
F_max	2.53	eV Å⁻¹
2S+1	1